Record 1
79
Properties=species:S:1:pos:R:3 method="wB97M-V/def2-TZVPD" homo_lumo_gap_ev=3.89 de_lowest_ev=1.696 homo_ev=-6.3201
C -9.1383 5.8526 3.3686
C -7.7484 5.3041 3.3978
C -6.7736 5.9381 2.6182
C -5.4698 5.4604 2.5775
C -4.4418 6.1448 1.7177
C -5.1456 4.3215 3.3136
N -3.7943 3.8552 3.1385
P -2.5081 5.0504 3.2350
H -2.2628 1.1121 5.8204
N -1.5088 3.6626 2.7855
C -0.0907 3.8031 2.5996
C 0.8581 2.8320 3.0063
C 0.4667 1.5677 3.7174
C 2.2171 3.0858 2.7454
C 2.6100 4.2258 2.0279
C 4.0458 4.4766 1.6901
C 1.6399 5.1404 1.6050
C 0.2967 4.9424 1.8979
C -0.7412 5.8841 1.3641
C -2.2101 2.8006 1.9063
C -3.5373 2.9309 2.0909
C -6.0938 3.6658 4.1295
C -5.7610 2.4554 4.9613
C -7.3961 4.1866 4.1690
H -9.7985 5.2646 4.0089
H -9.1482 6.8973 3.7048
H -9.5305 5.8389 2.3433
H -7.0255 6.8234 2.0245
H -3.7424 5.4535 1.2130
H -4.9511 6.6651 0.9015
H -3.8873 6.9123 2.2853
H 1.3612 0.9608 3.9113
H 0.0164 1.7622 4.7028
H -0.2311 0.9381 3.1467
H 2.9824 2.3813 3.1006
H 4.1167 5.3494 1.0317
H 4.6433 4.6721 2.5902
H 4.4833 3.6126 1.1746
H 1.9192 6.0273 1.0295
H -0.2479 6.7272 0.8788
H -1.4082 5.3980 0.6312
H -1.3455 6.3920 2.1596
H -1.6937 2.1588 1.1948
H -4.3398 2.4353 1.5525
H -6.6472 2.1656 5.5425
H -5.4670 1.5826 4.3613
H -4.9584 2.6466 5.6866
H -8.1487 3.7178 4.8160
C 5.0624 -1.0980 6.1259
C 3.9011 -0.3225 6.6564
C 3.2621 -0.7115 7.8286
C 2.1576 -0.0254 8.3162
C 1.7114 1.1008 7.6203
S 0.1507 1.8723 8.1032
N -0.6673 1.4349 6.8235
C -2.0812 1.6301 6.7478
C -2.9028 0.6738 7.5680
C -4.0839 0.9743 8.2199
C -4.8541 -0.0623 8.7510
C -4.4965 -1.4054 8.5494
C -3.3660 -1.6933 7.7625
C -2.5932 -0.6502 7.2570
O -0.2699 1.2108 9.3278
O 0.4441 3.2858 8.2253
C 2.3891 1.5682 6.4930
C 3.4678 0.8368 5.9971
H 5.2493 -0.8504 5.0785
H 5.9753 -0.8853 6.6931
H 4.8683 -2.1700 6.2086
H 3.6330 -1.5723 8.3692
H 1.6108 -0.3519 9.1856
H -2.4008 2.6825 6.8115
H -4.4268 2.0076 8.1859
H -5.7730 0.1614 9.2842
H -5.0650 -2.2214 9.0150
H -3.0977 -2.7379 7.5095
H -1.8204 -0.8060 6.4735
H 2.0449 2.4786 5.9889
H 3.9894 1.1753 5.0979

Record 2
79
Properties=species:S:1:pos:R:3 method="wB97M-V/def2-TZVPD" homo_lumo_gap_ev=6.35 de_lowest_ev=29.769 homo_ev=-6.8604
C 1.5612 0.2826 0.1457
C 1.2851 1.2474 -0.9405
C -0.2097 1.2725 -1.0162
O -0.6231 0.0150 -0.7538
C 0.3741 -0.6290 0.0874
H 1.7208 0.8390 1.0693
H 2.5158 -0.2257 0.0100
H 1.7361 0.7812 -1.8165
H 1.6991 2.2121 -0.6471
H -0.4918 1.6012 -2.0164
H -0.7648 1.9061 -0.3244
H 0.6568 -1.5530 -0.4171
H -0.0610 -0.7930 1.0732
N 3.1719 -1.9469 -1.5445
C 2.5603 -1.9373 -0.3431
C 3.0263 -2.7606 0.6590
C 4.0537 -3.6569 0.4443
C 4.5906 -3.7394 -0.8758
C 4.1465 -2.8082 -1.8181
H 1.7167 -1.3054 -0.1074
H 2.6318 -2.7670 1.6643
H 4.3996 -4.2914 1.2469
H 5.3471 -4.4163 -1.2445
H 4.6458 -2.7331 -2.7728
N -3.0106 -0.2532 0.1767
C -2.3039 -0.2270 -1.0062
C -2.5892 0.7268 -1.9846
C -3.6078 1.5882 -1.7955
C -4.5171 1.4501 -0.6935
C -4.0894 0.5125 0.2845
H -1.3593 -0.7412 -1.1049
H -2.0346 0.8623 -2.9014
H -3.8249 2.3719 -2.5061
H -5.1642 2.3061 -0.5707
H -4.5431 0.5388 1.2642
N -3.6012 4.3531 1.6566
C -3.8733 4.6575 0.3289
C -3.2440 3.9880 -0.7419
C -2.1920 3.0856 -0.4342
C -1.8793 2.8346 0.9231
C -2.6267 3.5162 1.9329
H -4.5897 5.4628 0.2603
H -3.4356 4.1746 -1.7883
H -1.6488 2.5174 -1.1748
H -1.1349 2.0866 1.1526
H -2.4479 3.2412 2.9619
N -1.2289 -1.4549 -4.0957
C -0.9698 -0.4341 -3.2839
C -1.1836 0.9364 -3.5777
C -1.7014 1.2393 -4.7896
C -2.0003 0.2106 -5.7351
C -1.7209 -1.0644 -5.3422
H -0.5601 -0.7570 -2.3382
H -0.9716 1.7516 -2.9017
H -1.9352 2.2557 -5.0702
H -2.4349 0.4259 -6.7001
H -2.1144 -1.8250 -6.0002
N 3.0718 0.1313 1.4356
C 2.5493 -0.8752 2.1942
C 2.2811 -0.7466 3.5689
C 2.3822 0.5292 4.1348
C 2.9275 1.5865 3.3891
C 3.2122 1.3508 2.0788
H 2.4580 -1.8911 1.8393
H 2.0255 -1.6554 4.0934
H 2.2515 0.6694 5.1977
H 2.9590 2.5664 3.8418
H 3.4757 2.1934 1.4566
N 0.5916 -2.3353 1.3761
C 0.9387 -3.5115 1.8534
C 0.7900 -3.8156 3.1857
C 0.5361 -2.7887 4.1102
C 0.0934 -1.5604 3.6424
C 0.1964 -1.3641 2.2890
H 1.1080 -4.3482 1.1918
H 1.0580 -4.7325 3.6895
H 0.6232 -3.0121 5.1633
H -0.3653 -0.7987 4.2556
H -0.3145 -0.5220 1.8459

Record 3
81
Properties=species:S:1:pos:R:3 method="wB97M-V/def2-TZVPD" homo_lumo_gap_ev="5.52 / 5.60" charge=+2 de_lowest_ev=3.938 homo_ev="-13.6065 / -13.6069"
Pt 0.6200 1.7352 -0.8223
C 1.6047 -3.3331 -3.9262
C 1.9453 -2.9460 -2.6381
C 1.2283 -1.9467 -2.0056
C 0.1576 -1.3431 -2.6592
C -0.1784 -1.7251 -3.9506
C 0.5453 -2.7240 -4.5801
As -0.8935 -0.0459 -1.6758
C -2.5501 0.1192 -2.6624
C -2.7884 0.8594 -3.8087
C -4.0368 0.7915 -4.4114
C -5.0297 -0.0019 -3.8602
C -4.7953 -0.7332 -2.7059
C -3.5538 -0.6770 -2.0820
C -3.1575 -1.4159 -0.8749
C -3.9510 -2.3075 -0.1640
C -3.4282 -3.0022 0.9150
C -2.1123 -2.8126 1.3065
C -1.3110 -1.9041 0.6321
C -1.8296 -1.2203 -0.4545
H 2.1644 -4.1133 -4.4175
H 2.7679 -3.4265 -2.1299
H 1.4753 -1.6291 -0.9944
H -1.0135 -1.2514 -4.4529
H 0.2801 -3.0294 -5.5805
H -2.0048 1.4824 -4.2277
H -4.2351 1.3560 -5.3084
H -5.9971 -0.0534 -4.3355
H -5.5815 -1.3533 -2.3045
H -4.9722 -2.4796 -0.4617
H -4.0475 -3.7055 1.4508
H -1.7133 -3.3811 2.1321
H -0.2869 -1.7350 0.9484
C 3.9579 3.4314 -1.5965
Te 2.6351 2.0159 -2.5487
C 3.9882 0.3794 -2.1878
H 4.4677 2.9469 -0.7686
H 3.4061 4.2930 -1.2371
H 4.6852 3.7592 -2.3326
H 4.8018 0.4476 -2.9030
H 3.4661 -0.5606 -2.3240
H 4.3814 0.4580 -1.1785
C 0.9629 -2.7755 3.5074
C 2.2450 -2.0644 3.0811
N 2.7468 -1.1431 4.0790
C 3.8213 -1.5897 4.9579
C 3.4245 -2.7259 5.8945
C 2.2047 0.0646 4.3053
O 2.5527 0.8272 5.1836
C 1.0784 0.5451 3.4156
C -0.1216 0.8859 4.0369
C -1.1196 1.5014 3.3041
C -0.8874 1.7747 1.9666
N 0.2649 1.4696 1.3780
C 1.2308 0.8711 2.0734
H 0.6368 -3.4400 2.7133
H 0.1693 -2.0611 3.7107
H 1.1305 -3.3628 4.4036
H 2.0693 -1.5232 2.1480
H 3.0329 -2.7943 2.8913
H 4.1318 -0.7267 5.5503
H 4.6591 -1.9032 4.3284
H 2.5514 -2.4525 6.4827
H 4.2477 -2.9196 6.5785
H 3.2194 -3.6428 5.3470
H -0.2438 0.6911 5.0912
H -2.0543 1.7849 3.7585
H -1.6303 2.2663 1.3520
H 2.1613 0.6775 1.5499
C -3.2192 3.1628 -1.0370
C -1.9938 3.9799 -1.2032
N -0.7354 3.5942 -1.0870
C 0.0411 4.6838 -1.3748
C -0.7616 5.7432 -1.6607
N -2.0387 5.2825 -1.5451
H -2.9679 2.1735 -0.6545
H -3.7193 3.0453 -2.0002
H -3.9129 3.6594 -0.3585
H 1.1131 4.6424 -1.3558
H -0.5251 6.7521 -1.9242
H -2.8761 5.8251 -1.6999